Entry from the Open Molecules 2025 dataset: a structure of composition C15H22N2OPZn at a distorted geometry (wB97M-V/def2-TZVPD).

* LUMO (alpha / beta): 2.41 / 2.45 eV
* charge: -1
* E_HOMO (alpha / beta): -0.886 / -0.940 eV

Geometry as XYZ:
```
42
Properties=species:S:1:pos:R:3:forces:R:3
Zn 0.241038 1.254053 -3.129017 2.0947 -2.1394 -1.1059
P -0.867030 3.163846 -2.972527 -0.2173 0.4908 -0.0062
O -1.317750 -1.847122 1.819452 0.0778 -0.0302 -0.0856
N -0.574998 -0.301513 3.282952 0.0761 0.3706 -0.0947
N 0.735264 0.138015 -1.363701 0.2868 -1.5385 1.0299
C 1.376416 -0.995777 -4.884179 -0.2543 -0.2125 -0.0520
C 1.068702 0.984252 4.602183 0.1377 -0.1074 -0.0232
C 0.408064 -0.450943 0.962864 -0.5620 -0.0418 0.7076
C -2.869109 -0.889880 4.147740 -0.0846 0.2661 -0.2310
C 0.353012 -0.146388 -5.455043 -0.3035 -1.2697 0.0793
C -1.366938 -0.934002 4.361919 0.3758 -0.2454 -0.5237
C -0.783421 -1.020867 -5.722632 0.7417 0.4977 1.3545
C -0.572327 -0.900596 2.034048 0.1312 -0.2378 0.0206
C -0.509279 -2.290326 -5.156661 0.2534 0.6379 -0.8512
C -0.022780 -0.412091 -0.368505 0.3822 0.7483 -0.3819
C 2.063731 0.330860 -1.080176 -0.6958 0.3491 0.1890
C -0.036399 1.040169 3.566878 -0.3254 -0.3146 -0.2990
C 1.730256 -0.113975 1.269663 -0.0667 0.3605 -0.1448
C 0.846326 -2.320925 -4.750455 0.3290 1.3313 0.4942
C 2.551974 0.277713 0.227553 0.3932 -0.1544 -0.5172
H -1.706688 -0.700765 -6.180566 -0.1621 -0.0170 0.0403
H -0.853033 1.691612 3.928263 0.1794 -0.2189 -0.1414
H 0.326974 1.473489 2.630436 -0.1134 -0.0950 0.1891
H -3.157139 -1.480497 3.277644 0.0849 0.1375 0.0803
H 3.582030 0.584368 0.403429 -0.1235 -0.3475 -0.0409
H -1.114708 -0.421050 5.295515 0.0497 -0.0997 -0.1780
H 1.846950 0.279571 4.295486 -0.0976 0.0696 0.0989
H 0.354026 3.830560 -2.599187 -1.2871 0.1868 -0.1873
H 2.119514 -0.167658 2.286223 -0.2108 0.0516 -0.2767
H -3.391578 -1.283558 5.019097 -0.0074 0.0572 0.1076
H 2.722302 0.545894 -1.927402 -0.4501 0.2289 0.2664
H 2.391372 -0.630466 -4.630551 -0.7152 -0.4661 -0.1828
H -1.830386 3.339770 -1.924573 -0.3204 0.8889 0.4113
H -1.218934 -3.104636 -5.045232 0.1213 0.0275 -0.2441
H 0.507243 0.868994 -5.834648 -0.0406 -0.5205 0.0248
H -1.022044 -0.785416 -0.618629 0.3513 0.3760 -0.0022
H -3.168377 0.152157 3.989436 -0.1669 -0.1441 0.0309
H 1.529582 1.959626 4.723646 0.0348 0.1830 0.1017
H 0.670618 0.659564 5.563385 0.1454 0.0272 0.0689
H -1.370528 3.783885 -4.165847 0.1812 0.3736 0.2838
H -1.033533 -1.976916 4.441959 -0.0704 0.1845 0.0498
H 1.361583 -3.183037 -4.320246 -0.1522 0.3562 -0.0596
```
Positions in Å, forces in eV/Å.

Entry from the Open Molecules 2025 dataset: a cluster of 2 separate species, C18H26BrNO7S in total (wB97M-V/def2-TZVPD).

* SMILES: C[C@H](Br)C[C@H]1[C@H](CCO)[C@@H](c2ccncc2)COS1(=O)=O.C[C@@H]1COC(=O)O1
* LUMO: 0.16 eV
* charge: 0
* E_HOMO: -10.375 eV

Geometry as XYZ:
```
54
Properties=species:S:1:pos:R:3:forces:R:3
Br 6.157935 -0.163506 -0.754092 0.0251 -0.1159 -0.0514
S 1.586017 -0.648277 -3.009081 0.4329 0.1639 -0.4490
O 0.058630 -1.070880 -2.939715 0.0026 0.0454 0.3518
O 1.573646 0.781416 -2.949282 -0.1951 -0.0331 0.0840
O 2.188326 -1.280315 -4.140265 -0.0701 -0.1884 0.0821
O -6.003546 2.814010 -0.527336 0.0893 0.0429 -0.0026
O 4.130305 -4.267432 0.734972 -0.2004 -0.0004 -0.0153
O -6.157548 4.547525 0.858747 -0.0174 -0.0844 0.0273
O -7.932509 3.972393 -0.407639 -0.1205 0.0205 -0.0472
N -1.868784 1.268818 1.476761 0.2244 -0.2293 -0.2703
C 4.389589 -0.655609 -0.049360 0.0251 0.4144 0.1413
C -4.935715 3.865600 1.208185 0.1598 0.1277 0.0430
C -1.183919 -1.026888 1.269661 0.0548 0.0138 -0.1353
C 0.028258 -2.008641 -0.679782 0.0421 0.3571 0.2994
C -0.730572 0.464291 -0.500073 0.0645 -0.1642 0.0065
C -3.857014 4.838724 1.603352 -0.0846 0.2002 -0.0613
C -0.292920 -2.207826 -2.138206 -0.0348 -0.2512 -0.2872
C 3.294018 -0.157648 -1.010984 0.1067 -0.5818 -0.0126
C 1.552248 -1.997040 -0.421228 0.1606 -0.3452 -0.1921
C 2.416792 -1.314774 -1.532124 -0.1061 0.3641 0.3907
C -6.812698 3.797432 -0.060761 0.0937 0.0141 0.0723
C -4.675467 3.082430 -0.056913 0.0257 -0.2060 -0.0405
C 2.925457 -3.587878 1.107601 0.4880 -0.1643 -0.3096
C 2.070185 -3.435480 -0.156307 0.0383 0.0017 0.2416
C 4.263978 -0.023892 1.329526 -0.3600 -0.0439 -0.3409
C -1.337066 1.444890 0.268758 -0.0342 0.3528 -0.1318
C -0.645570 -0.831118 0.000853 -0.1824 0.0458 0.0156
C -1.765734 0.028963 1.947045 -0.1752 -0.1189 0.3986
H -0.364973 -2.894384 -0.181281 -0.0191 -0.0677 0.0406
H 5.095742 -0.274722 1.978020 0.0360 -0.0406 0.0931
H 2.403807 -4.164734 1.870371 -0.1181 0.0672 0.1083
H -2.962536 4.296127 1.909978 -0.0092 -0.0465 0.0002
H 4.555152 -4.607197 1.527179 0.0589 0.0164 0.0221
H 3.319902 -0.339042 1.781029 0.0255 -0.0863 0.1357
H 3.770231 0.313088 -1.863165 -0.0643 0.2276 -0.0122
H 2.663732 0.573789 -0.510635 -0.0360 0.1540 -0.0426
H 1.701947 -1.428383 0.495145 0.0192 0.1160 0.0484
H -4.189958 5.462503 2.432008 0.0119 -0.0588 0.0460
H -1.391081 2.448617 -0.134086 -0.0365 0.1079 -0.0135
H 2.684365 -3.793308 -0.979781 0.0016 -0.0226 -0.1007
H 3.195045 -2.613172 1.513278 -0.1700 0.1028 0.1868
H 4.193359 1.055808 1.210298 0.1875 0.0919 0.0982
H -1.160050 -2.002791 1.735076 -0.0001 -0.0674 0.0387
H 1.235538 -4.129008 -0.070463 -0.0910 -0.0229 -0.1271
H 3.091062 -2.058430 -1.948089 -0.0936 -0.0596 -0.2527
H 4.428059 -1.738414 0.001151 0.0605 -0.0797 0.0048
H -1.358247 -2.350668 -2.292375 -0.0627 0.0791 -0.0704
H -4.137987 2.153700 0.115040 -0.1303 -0.0615 -0.0268
H -5.161791 3.189531 2.037327 -0.0205 -0.0276 -0.0177
H -2.175104 -0.146138 2.933458 -0.0793 0.0283 0.0853
H -3.607027 5.498433 0.771208 0.0008 -0.0334 -0.0268
H 0.226207 -3.088909 -2.524733 0.0090 -0.0719 0.0051
H -0.338044 0.733069 -1.465680 0.0365 0.0581 -0.0790
H -4.153673 3.675344 -0.812593 0.0303 0.0600 0.0492
```
Positions in Å, forces in eV/Å.

Entry from the Open Molecules 2025 dataset: a cluster of 2 separate species, C2H3NO3 in total at a distorted geometry (wB97M-V/def2-TZVPD).

* LUMO (alpha / beta): -0.78 / -0.68 eV
* charge: 0
* energy above the lowest of the compared OMol25 structures with the same formula, charge and spin: 5.8960 eV
* E_HOMO (alpha / beta): -8.434 / -8.615 eV

Geometry as XYZ:
```
9
Properties=species:S:1:pos:R:3:forces:R:3
O -0.481021 -1.988645 -0.256079 0.5589 1.7266 -0.3071
O 2.821774 -0.406112 0.311281 -0.8676 1.1296 0.8937
O 1.325034 1.064924 1.052716 1.5586 0.0663 0.2913
N 1.713608 0.024343 0.554969 -2.4448 -1.4699 -1.9324
C -0.345378 -0.831956 -0.264316 1.2314 -2.2389 1.0270
C -1.177544 0.375495 -0.305846 2.2890 -0.6816 -2.1766
H -2.104444 0.004222 -0.036914 -2.1341 -0.0199 0.6995
H -0.637205 1.041595 0.294783 0.1221 1.4345 1.2158
H -1.114825 0.716135 -1.350594 -0.3136 0.0533 0.2889
```
Positions in Å, forces in eV/Å.

Entry from the Open Molecules 2025 dataset: a cluster of 2 separate species, C2H5ClO2 in total at a distorted geometry (wB97M-V/def2-TZVPD).

* SMILES: CC=O.OCl
* LUMO: 0.56 eV
* charge: 0
* energy above the lowest of the compared OMol25 structures with the same formula, charge and spin: 2.5778 eV
* E_HOMO: -9.976 eV

Geometry as XYZ:
```
10
Properties=species:S:1:pos:R:3:forces:R:3
Cl -1.625390 1.898850 -2.487390 -0.1642 0.1232 -0.1335
O -0.043171 1.682834 -3.021038 1.0038 -1.8873 2.8894
O 0.651858 0.445994 -0.326124 1.7753 0.8534 -1.6692
C -0.016107 -0.002514 0.531873 -3.8837 -0.5600 1.3434
C 0.406878 -1.022361 1.529479 -1.0203 -2.4314 0.7180
H 0.113666 -2.051748 1.199872 -0.2912 0.7842 -0.6630
H 1.416911 -1.242844 1.721387 1.7849 0.7662 -0.2837
H -0.045833 -1.115340 2.518593 -0.5087 1.1648 -0.0743
H -1.191664 0.275339 0.519474 2.1262 -0.5573 0.3789
H 0.332852 1.131790 -2.186127 -0.8222 1.7443 -2.5062
```
Positions in Å, forces in eV/Å.

Entry from the Open Molecules 2025 dataset: a cluster of 2 separate species, CH4O3 in total at a distorted geometry (wB97M-V/def2-TZVPD).

* SMILES: [H][H].O=COO
* LUMO: 0.76 eV
* charge: 0
* energy above the lowest of the compared OMol25 structures with the same formula, charge and spin: 4.2418 eV
* E_HOMO: -11.282 eV

Geometry as XYZ:
```
8
Properties=species:S:1:pos:R:3:forces:R:3
O 0.828401 1.422800 -0.886645 1.5401 0.1733 1.3248
O 1.120247 -0.263864 1.132516 0.4323 0.3045 0.6550
O 0.346045 0.101521 -0.914480 -0.5773 1.1919 -2.3609
C 0.522052 -0.593075 0.156589 1.1467 0.9572 1.2982
H 0.069213 -1.486806 -0.068209 -1.1405 -2.7369 -0.0013
H -2.288856 -0.090248 0.681716 -0.3419 1.0636 1.7023
H -2.177832 -0.458785 0.104180 0.2306 -1.0451 -1.6783
H 1.580729 1.368458 -0.205666 -1.2901 0.0915 -0.9396
```
Positions in Å, forces in eV/Å.

Entry from the Open Molecules 2025 dataset: a cluster of 2 separate species, C5H11NO3 in total at a distorted geometry (wB97M-V/def2-TZVPD).

* SMILES: CC(=O)ON.C/C=C\O
* LUMO: 0.75 eV
* charge: 0
* energy above the lowest of the compared OMol25 structures with the same formula, charge and spin: 2.9949 eV
* E_HOMO: -8.498 eV

Geometry as XYZ:
```
20
Properties=species:S:1:pos:R:3:forces:R:3
O -0.671510 -0.384659 1.160529 0.4298 -1.5268 -0.8296
O 1.614856 -0.681053 -1.196476 -0.1323 -0.2551 0.8196
O -0.618415 -2.568464 0.378790 -0.1300 2.2759 -0.2222
N 0.545990 -0.722690 1.909732 -0.8542 -0.3252 -0.3672
C -2.329772 -1.047723 -0.404186 0.3967 0.3400 -0.7907
C 1.491325 2.043376 0.104546 0.0769 -0.2546 0.3471
C -1.066180 -1.430653 0.309206 -0.2852 -1.0807 2.0501
C 0.693596 0.272631 -1.527113 0.4507 1.2798 0.0823
C 0.603184 1.487180 -0.956258 -0.1711 -0.7314 -0.8005
H -2.468308 -1.702211 -1.269015 0.0224 0.0173 0.2525
H 2.074607 2.875306 -0.301450 -0.0661 0.0007 0.1086
H 2.191597 1.307245 0.512475 -0.0949 0.1135 -0.1431
H -2.262306 -0.016769 -0.761858 -0.1135 -0.1107 0.1865
H 0.498778 -1.750560 1.943088 0.1621 0.1648 -0.0121
H 0.896168 2.408644 0.946399 0.0924 0.0938 -0.0424
H 0.291403 -0.411966 2.847963 0.0963 0.0693 -0.1517
H -3.182294 -1.151735 0.269867 0.1696 0.0005 0.0300
H 0.128386 -0.010362 -2.408248 -0.1684 0.0441 0.1286
H -0.159002 2.164410 -1.334272 0.0307 -0.1864 -0.0835
H 1.727898 -0.679947 -0.223721 0.0880 0.0712 -0.5624
```
Positions in Å, forces in eV/Å.

Entry from the Open Molecules 2025 dataset: a structure of composition C20H31N5O3S2 at a distorted geometry (wB97M-V/def2-TZVPD).

* LUMO: -0.81 eV
* charge: 0
* energy above the lowest of the compared OMol25 structures with the same formula, charge and spin: 0.3551 eV
* E_HOMO: -8.172 eV

Geometry as XYZ:
```
61
Properties=species:S:1:pos:R:3:forces:R:3
S -1.247925 1.725131 -4.276858 -0.0608 -0.2211 -0.5377
S 1.638905 3.363779 -0.798339 -1.1455 -0.1696 -0.1658
O -0.321394 2.613354 -4.907987 0.1955 -0.0844 0.3952
O -0.268035 0.404835 -0.472405 -0.1613 0.0584 0.1317
O -2.552900 1.563922 -4.853844 -0.0619 -0.1196 0.3719
N 0.855819 2.773463 -2.070637 0.3842 0.1075 -0.3710
N 0.389315 3.582287 0.184761 0.1655 0.2855 0.6454
N -0.549457 0.223670 -4.261026 -0.5417 1.0678 0.0443
N 1.448978 -1.063461 2.778594 0.0349 -0.0755 -0.2208
N 1.768605 -0.531498 -0.331544 0.3382 -0.0269 0.1203
C -0.719514 3.199229 -0.446543 0.7802 -0.1287 -0.7734
C -0.442361 2.724218 -1.782100 0.7697 0.6350 0.9138
C -1.228175 -1.290273 -2.430095 -0.0526 0.0449 -0.1150
C -1.284775 1.542039 3.528169 0.0245 -0.2410 -0.0891
C 0.855187 0.155651 -3.904001 0.8356 0.2136 -0.0880
C 0.618501 -0.099091 3.480701 -0.2064 -0.1103 -0.0182
C -2.031018 3.189228 0.054115 -0.5820 -0.0950 0.0401
C -1.498496 2.267055 -2.579688 -0.5710 -0.3695 -0.9227
C 1.276535 -3.674743 4.158732 -0.2575 0.0619 -0.0261
C -0.694270 0.335010 2.810122 0.1998 0.1002 0.1316
C 0.760690 -2.190085 2.182265 -0.2212 -0.1393 0.2167
C 1.186291 -1.153448 -3.193430 -0.1931 0.0737 -0.0268
C 0.540100 -0.413121 -0.869232 0.0994 -0.4889 -0.2079
C -2.762589 2.269321 -2.063706 0.3340 -0.1935 -0.5921
C -3.028084 2.718819 -0.754574 0.2269 0.2521 0.6441
C 0.185056 -3.126170 3.249366 0.2848 0.0332 -0.1460
C 2.555118 -0.528074 2.033935 -0.0064 0.2882 -0.2690
C 2.241555 0.288583 0.759898 0.1574 -0.0788 0.4645
C -1.373822 -0.900439 -3.902307 -0.5341 -0.4988 0.2011
C 0.247623 -1.401620 -2.003269 -0.1394 0.0459 0.0398
H 1.495106 -2.752719 1.598169 -0.0262 0.0133 -0.0502
H -4.045420 2.690733 -0.394690 -0.0735 0.0191 0.0377
H -2.399812 -0.607674 -4.126122 0.0122 -0.2899 -0.0159
H -1.698378 -0.522334 -1.810440 -0.0115 -0.1467 -0.0512
H -0.553565 -2.591554 3.846284 -0.1490 0.0141 0.0052
H -2.255536 1.792478 3.107214 -0.1155 0.0926 0.0283
H -1.113825 -1.745193 -4.550381 -0.0890 0.1094 -0.0152
H 3.210157 -1.362775 1.759901 0.0813 0.0470 0.0255
H 3.119957 0.126805 2.704555 0.0900 -0.0291 -0.0566
H 1.465937 1.024476 0.972389 0.1145 0.0115 -0.0397
H -1.751970 -2.230880 -2.257410 -0.0232 -0.0062 0.0175
H 2.382665 -1.264645 -0.649102 -0.1420 0.0129 -0.0950
H 2.226832 -1.115479 -2.866267 -0.0035 -0.0262 -0.1087
H -0.328083 -3.948235 2.745474 -0.1076 0.0367 0.0097
H 1.449038 0.245168 -4.821218 0.0502 -0.0021 0.1805
H 1.102546 1.011466 -3.267935 0.1845 -0.2505 -0.1219
H 0.375252 -0.522792 4.463572 -0.0286 0.1629 0.0654
H 1.231599 0.787821 3.656904 0.0125 0.0126 0.0775
H 1.825169 -2.853984 4.612160 0.1007 0.0334 0.0841
H 0.450826 -2.403194 -1.606114 -0.0013 0.0897 0.0010
H 1.977194 -4.282545 3.590227 0.1252 -0.0834 -0.0362
H 1.091038 -1.983779 -3.895524 0.0800 -0.0425 0.0318
H -0.631859 2.406010 3.424223 0.0574 0.1369 0.0177
H -1.413969 1.332656 4.588773 -0.0528 0.0597 0.1373
H -0.045584 -1.882042 1.498941 0.0581 -0.0313 -0.0409
H -1.412156 -0.486972 2.845306 -0.0183 -0.0645 -0.0856
H -3.565310 1.922773 -2.696106 -0.1198 0.0030 -0.0350
H -0.534774 0.586265 1.761905 0.0074 -0.0963 -0.0296
H 0.847594 -4.290005 4.945935 0.0338 -0.0880 0.0975
H 3.151293 0.812850 0.443997 -0.0704 0.0456 0.0613
H -2.217426 3.539725 1.056307 -0.0714 0.0294 0.1130
```
Positions in Å, forces in eV/Å.

Entry from the Open Molecules 2025 dataset: a structure of composition C3H3NO2 at a distorted geometry (wB97M-V/def2-TZVPD).

* LUMO (alpha / beta): -0.57 / -0.57 eV
* charge: 0
* energy above the lowest of the compared OMol25 structures with the same formula, charge and spin: 4.8536 eV
* E_HOMO (alpha / beta): -9.408 / -9.410 eV

Geometry as XYZ:
```
9
Properties=species:S:1:pos:R:3:forces:R:3
O 1.592067 1.412274 -1.311056 -0.7503 -0.7387 0.6615
O -0.879672 0.921407 -0.542088 -0.1426 -0.2300 0.1728
N 2.190198 -1.039701 0.579238 -0.8691 0.3430 -0.2740
C 0.957507 0.692666 -0.687110 0.8432 0.8875 -0.7582
C 1.113416 -0.625268 0.298273 0.6941 -0.4627 0.3466
C -1.429017 0.052100 0.174458 0.0536 0.1105 -0.0825
H -1.620988 0.246154 1.237982 0.0489 0.0069 -0.1312
H 0.002574 -0.847609 0.536379 0.0119 -0.0022 0.0330
H -1.926086 -0.812024 -0.286073 0.1103 0.0859 0.0320
```
Positions in Å, forces in eV/Å.